No. 1
Density functional theory data (ωB97M-V/def2-TZVPD) for a structure of composition C18H21IrN5O3S2 at a distorted geometry.

```
50
Properties=species:S:1:pos:R:3:nbo_charge:R:1
Ir 0.623 -0.174 0.158 1.043
S -1.058 1.491 1.018 -0.232
S 2.140 1.627 -0.053 0.090
O 1.358 -1.303 1.972 -0.720
O 8.274 0.102 -2.669 -0.653
O 8.615 1.873 -1.403 -0.537
N 0.315 -2.076 -1.058 -0.512
N -0.780 0.248 -1.568 -0.256
N -1.258 1.481 -1.665 -0.424
N -1.770 3.440 -0.612 -0.758
N -0.270 -1.129 3.560 -0.375
C 0.344 -4.440 -1.332 -0.242
C -1.381 -1.465 2.699 -0.420
C -1.482 -0.298 -3.857 -0.685
C -1.354 2.175 -0.564 0.315
C 7.842 1.080 -1.863 0.767
C 5.946 2.302 -0.891 -0.138
C -0.665 -3.060 -3.000 -0.216
C 4.167 0.209 -1.299 -0.147
C 4.650 2.425 -0.452 -0.194
C 0.978 -1.074 3.126 0.561
C -0.861 -0.613 -2.537 0.223
C -0.373 -1.942 -2.214 0.171
C -0.315 -4.318 -2.550 -0.126
C 5.469 0.103 -1.750 -0.191
C 0.656 -3.288 -0.632 0.072
C 3.754 1.368 -0.642 -0.243
C -0.622 -0.770 4.912 -0.409
C 6.379 1.140 -1.536 -0.154
H 7.579 -0.454 -3.039 0.485
H 0.612 -5.404 -0.931 0.243
H -1.034 -1.587 1.668 0.210
H -0.568 -5.193 -3.129 0.240
H -1.849 3.978 0.234 0.418
H -0.791 -0.519 -4.670 0.239
H 4.317 3.317 0.058 0.234
H 6.655 3.100 -0.735 0.255
H 3.469 -0.608 -1.441 0.207
H 1.191 -3.333 0.310 0.225
H -1.044 0.238 4.930 0.215
H -2.123 -0.665 2.734 0.229
H -1.929 3.877 -1.503 0.418
H -1.842 -2.397 3.032 0.219
H -1.369 -1.468 5.288 0.220
H -1.191 -2.936 -3.931 0.240
H -2.390 -0.879 -4.017 0.240
H -1.734 0.760 -3.877 0.267
H 1.711 -0.813 3.900 0.156
H 0.254 -0.797 5.559 0.224
H 5.771 -0.815 -2.238 0.207
```

The energy relative to the best compared isomer or geometry (same formula, charge and spin) is 0.181 eV. For the calculated total energy, the calculation gives -57102.2267 eV. The largest force on an atom is 1.7 eV/Å. Its spin multiplicity is 5. As for the expectation value of S²: 6.027. As for the HOMO energy (spin up / spin down): -0.391 / -0.411 hartree. The frontier orbital gap (spin up / spin down) is 7.2 / 6.1 eV. Its net charge is +1.

***

No. 2
Density functional theory data (ωB97M-V/def2-TZVPD) for a cluster of 2 separate species, C20H21F3N2O5S in total at a distorted geometry.

```
52
Properties=species:S:1:pos:R:3:nbo_charge:R:1
S -4.382 3.125 3.971 0.428
F -6.591 -1.484 5.875 -0.297
F -4.546 -2.030 6.514 -0.314
F -5.379 -0.066 7.062 -0.315
O -2.355 0.600 0.225 -0.718
O -2.113 0.107 2.890 -0.562
O 4.342 -3.905 -2.618 -0.634
O 3.301 0.687 -3.849 -0.652
O -5.313 -0.283 3.752 -0.455
N 4.511 -2.659 -4.402 -0.602
N 3.557 -0.606 -2.006 -0.605
C -1.403 -0.010 -0.521 0.377
C 4.271 -1.592 -5.367 -0.411
C 0.377 0.159 -2.171 -0.203
C -0.603 0.771 -1.373 -0.282
C 1.614 -1.882 -3.007 -0.428
C -5.332 -1.007 6.079 0.900
C -2.547 4.413 2.641 -0.264
C 4.420 1.649 -2.006 -0.709
C -3.274 0.159 4.933 -0.612
C 4.006 -2.870 -3.180 0.657
C -0.222 -2.018 -1.251 -0.188
C -2.779 0.797 3.654 0.591
C -2.103 3.029 2.709 -0.146
C -4.698 -0.379 4.815 0.503
C 0.574 -1.234 -2.112 -0.057
C -3.750 4.607 3.271 -0.356
C -1.212 -1.408 -0.453 -0.304
C 3.038 -1.925 -2.425 -0.121
C 3.717 0.513 -2.714 0.681
C -2.985 2.223 3.392 -0.347
H 0.959 0.759 -2.856 0.228
H -3.232 0.896 5.737 0.260
H -1.176 2.670 2.264 0.246
H 4.414 2.525 -2.653 0.243
H -0.078 -3.089 -1.209 0.211
H -4.262 5.563 3.328 0.247
H 4.558 -1.925 -6.365 0.203
H 1.300 -2.907 -3.209 0.223
H -0.770 1.836 -1.427 0.215
H 1.619 -1.358 -3.961 0.227
H -1.993 5.201 2.138 0.236
H 2.896 -2.448 -1.479 0.237
H 5.135 -3.393 -4.698 0.405
H 5.448 1.361 -1.795 0.226
H -2.408 0.209 1.109 0.502
H -2.606 -0.663 5.197 0.278
H -1.833 -2.002 0.199 0.216
H 3.904 -0.567 -1.062 0.400
H 3.898 1.879 -1.079 0.224
H 3.218 -1.313 -5.393 0.217
H 4.871 -0.718 -5.113 0.204
```

The energy relative to the best compared isomer or geometry (same formula, charge and spin) is 0.255 eV. For the calculated total energy, the calculation gives -53286.4151 eV. Its SMILES is CNC(=O)[C@H](Cc1ccc(O)cc1)NC(C)=O.O=C(CC(=O)C(F)(F)F)c1cccs1. The largest force on an atom is 3.1 eV/Å. Its spin multiplicity is 1. As for the HOMO energy: -0.300 hartree. The frontier orbital gap is 7.5 eV.

***

No. 3
Density functional theory data (ωB97M-V/def2-TZVPD) for an isolated molecule of C25H27N3O3S.

```
59
Properties=species:S:1:pos:R:3:nbo_charge:R:1
S 4.506 -2.328 -0.190 0.432
O -4.883 -0.347 -0.827 -0.545
O -0.102 -1.543 -2.135 -0.626
O -0.592 -0.990 1.110 -0.644
N 1.054 -0.069 -0.900 -0.474
N 0.425 3.547 1.664 -0.412
N -2.361 0.165 0.315 -0.610
C 4.355 1.467 -0.240 -0.206
C 0.950 -1.208 -1.627 0.721
C -4.270 -1.321 0.016 0.087
C -5.405 -2.095 0.700 -0.431
C 2.147 -2.981 0.568 -0.264
C -3.366 -0.592 1.022 -0.242
C 3.110 1.357 -2.402 -0.646
C 0.075 2.034 -0.152 -0.076
C 2.802 -2.451 -0.498 -0.180
C 2.233 -2.011 -1.804 -0.530
C 3.490 0.565 1.803 -0.206
C 3.006 -3.285 1.648 -0.252
C -6.292 -0.430 -0.717 -0.063
C 3.226 1.051 -0.938 -0.021
C -0.198 0.639 -0.642 -0.152
C 0.668 4.512 0.794 0.039
C 0.620 4.325 -0.579 -0.257
C 4.302 -2.987 1.386 -0.415
C 2.364 0.138 1.129 -0.199
C -1.058 -0.170 0.347 0.703
C 0.139 2.344 1.204 0.058
C 0.316 3.062 -1.056 -0.156
C 4.492 1.227 1.113 -0.197
C -6.574 -1.116 0.617 -0.432
C 2.236 0.366 -0.237 0.130
H 1.975 -2.878 -2.419 0.253
H -2.718 0.744 -0.430 0.408
H 5.161 -3.115 2.014 0.233
H -3.641 -1.969 -0.606 0.194
H -6.690 -1.027 -1.549 0.163
H 2.668 -3.704 2.578 0.224
H -5.632 -3.002 0.140 0.214
H 0.814 5.143 -1.255 0.220
H -6.696 0.582 -0.784 0.189
H -0.052 1.590 1.956 0.204
H -0.737 0.675 -1.599 0.244
H 0.904 5.478 1.221 0.193
H 1.577 -0.395 1.640 0.254
H 1.081 -3.122 0.592 0.242
H -5.149 -2.368 1.721 0.220
H -2.847 -1.307 1.662 0.236
H -3.966 0.089 1.634 0.194
H 3.165 2.434 -2.560 0.225
H 3.934 0.902 -2.951 0.223
H 0.265 2.872 -2.120 0.216
H 5.133 1.991 -0.776 0.208
H 2.173 0.992 -2.814 0.221
H 2.969 -1.414 -2.345 0.236
H 5.380 1.558 1.630 0.213
H -7.544 -1.606 0.634 0.220
H -6.527 -0.393 1.432 0.203
H 3.588 0.376 2.861 0.217
```

The energy relative to the best compared isomer or geometry (same formula, charge and spin) is 0.061 eV. For the calculated total energy, the calculation gives -47812.2923 eV. Its SMILES is Cc1ccccc1N(C(=O)Cc1cccs1)[C@@H](C(=O)NC[C@H]1CCCO1)c1cccnc1. The largest force on an atom is 0.7 eV/Å. Its spin multiplicity is 1. As for the HOMO energy: -0.305 hartree. The frontier orbital gap is 9.0 eV.

***

No. 4
Density functional theory data (ωB97M-V/def2-TZVPD) for an isolated molecule of C4H10N2O at a distorted geometry.

```
17
Properties=species:S:1:pos:R:3:nbo_charge:R:1
O -1.004 1.199 -2.457 -0.510
N 2.533 -0.862 0.576 -0.843
N -1.821 -0.004 0.645 -0.860
C -1.578 1.185 -1.397 0.437
C -0.846 0.715 -0.169 -0.148
C 0.389 -0.132 -0.457 -0.415
C 1.069 -0.757 0.781 -0.221
H 3.070 -0.828 1.431 0.363
H 0.653 -1.763 0.919 0.186
H 2.809 -0.123 -0.076 0.355
H -0.011 -0.877 -1.158 0.214
H 0.919 -0.168 1.722 0.167
H -1.491 -0.609 1.378 0.374
H -2.546 -0.494 0.140 0.361
H -0.609 1.624 0.416 0.203
H -2.643 1.465 -1.278 0.124
H 1.107 0.430 -1.015 0.212
```

The energy relative to the best compared isomer or geometry (same formula, charge and spin) is 2.039 eV. For the calculated total energy, the calculation gives -9336.9484 eV. Its SMILES is NCC[C@H](N)C=O. The largest force on an atom is 1.7 eV/Å. Its spin multiplicity is 1. As for the HOMO energy: -0.339 hartree. The frontier orbital gap is 10.0 eV.

***

Q: calculated total energy of number 2 (C20H21F3N2O5S)?
A: -53286.4151 eV